1.
The following is a quantum chemistry calculation of a cluster of 2 separate species, CH9N3P in total, from the OMol25 dataset.

## Properties
Largest force on an atom (eV Å⁻¹): 6.04
Energy (Ha): -548.79180
Total charge: +1
LUMO level (eV): -4.5
Relative energy (zero: lowest compared OMol25 entry of this formula, charge and spin) (kcal per mole): 50.6

```
14
Properties=species:S:1:pos:R:3:forces:R:3:mulliken_charge:R:1
H 2.626 0.451 -0.259 0.1488 0.2543 -0.1769 0.1467
H -1.694 -1.579 0.546 0.0425 -0.1111 0.0971 0.2568
N -0.114 2.051 0.657 1.8946 -3.5515 -3.6045 -0.6130
N -0.709 -1.621 0.799 -0.4632 -0.1483 -0.0046 -0.7667
N -0.430 0.625 -1.438 0.0942 0.0025 -0.1461 -0.2433
C 0.343 0.653 -0.418 -2.4098 4.5237 3.1895 0.5193
H -1.110 1.952 0.805 -0.1853 -0.2856 0.1864 0.2743
H -0.660 -1.468 1.803 -0.0249 -0.0386 -0.0617 0.2864
H 0.402 1.900 1.515 -0.0906 -0.1615 0.1541 0.2886
P 1.621 -0.452 0.141 0.7980 -0.2352 0.3817 -0.0671
H -0.320 -0.076 -2.167 0.0382 0.0720 0.0981 0.2727
H -0.416 -2.582 0.646 -0.0479 -0.0516 0.0364 0.2820
H 1.629 -1.169 -1.064 0.0511 -0.2136 -0.1721 0.0891
H -1.168 1.314 -1.564 0.1542 -0.0556 0.0225 0.2741
```
Forces are in eV/Å.

***

2.
The following is a quantum chemistry calculation of a structure of composition C21H26MgN4O2S, from the OMol25 dataset.

## Properties
Largest force on an atom (eV Å⁻¹): 1.55
Energy (Ha): -1783.71578
LUMO level (eV): 0.5
Relative energy (zero: lowest compared OMol25 entry of this formula, charge and spin) (kcal per mole): 22.7

```
55
Properties=species:S:1:pos:R:3:forces:R:3:mulliken_charge:R:1
C 4.409 4.309 -2.032 0.0838 0.2040 -0.0690 -0.6683
H -1.232 -4.640 0.173 -0.0328 -0.0033 -0.0287 0.3819
O -0.455 1.395 1.882 -0.0800 -0.0918 1.4353 -1.2643
H -1.633 4.633 -1.678 -0.0004 -0.0696 0.1804 0.4248
C -1.278 0.463 2.176 -0.5701 -0.3525 0.4216 0.7846
C 2.607 2.575 -0.702 0.3983 0.4695 -0.4558 0.3836
O 1.817 1.781 -0.095 1.5002 -0.3953 -0.0512 -0.7047
C 0.232 -2.574 -0.234 -0.1534 -0.2035 -0.1992 0.5940
C -1.176 -0.200 3.427 0.0448 -0.0106 0.1478 -0.8532
H 5.107 4.961 -2.534 0.0269 0.0931 -0.0190 0.3859
C 4.824 3.043 -1.598 -0.1672 -0.0353 0.0358 -0.4635
H 4.263 1.227 -0.610 0.0008 -0.0297 0.0045 0.4289
N -1.832 1.552 -0.439 -0.7273 -0.4875 -0.0145 0.3419
H -4.047 -1.238 1.093 -0.1393 0.0522 -0.0180 0.3830
C -1.263 -4.417 -0.890 -0.0684 -0.2702 0.0465 -1.2160
C -2.369 0.070 1.335 0.1548 -0.3440 0.5223 0.9105
H -1.751 -2.069 -2.379 0.0383 0.0101 -0.0155 0.3245
H -0.009 -1.890 -2.676 -0.1523 -0.0652 -0.0807 0.3553
C -2.680 0.815 0.160 -0.5508 0.1060 -0.2839 -0.5742
H -0.853 -3.366 -3.211 -0.0564 -0.0135 0.0071 0.3602
H 1.115 -4.979 -0.316 0.0046 -0.0115 0.0326 0.3943
C 1.090 -2.590 2.024 -0.0530 0.2450 0.2104 -0.8170
H 0.444 -1.734 2.210 0.1355 -0.0869 0.0453 0.0595
Mg 0.041 1.698 0.171 0.3235 -0.3189 -0.3456 0.7196
H -3.730 0.796 -0.174 0.1303 0.0335 -0.0066 0.2910
H -2.301 -4.237 -1.178 0.0036 -0.0038 0.0051 0.4072
H 0.556 5.150 -1.700 0.0142 -0.0277 0.0066 0.1826
S 0.681 -0.978 -0.436 0.3143 0.1560 0.0854 -0.4470
C 2.180 3.847 -1.198 0.7275 -0.2531 0.0859 0.4364
N 0.621 -3.302 0.858 -0.1122 0.1193 -0.2473 0.1910
H -1.920 -1.680 4.760 0.0395 -0.0302 0.1085 0.4007
C 3.954 2.205 -0.954 0.0533 -0.1080 0.1606 -0.5630
C -2.040 -1.194 3.802 0.0683 0.1416 -0.1187 -0.2565
H 1.035 -3.268 2.876 0.0136 -0.0140 0.0383 0.3292
H -0.369 0.105 4.076 0.0886 0.0751 0.0421 0.3848
H -3.303 2.697 -1.422 0.1822 -0.0193 -0.0565 0.4008
C 3.111 4.694 -1.828 -0.0211 -0.0656 -0.0247 -0.6787
C -0.795 -2.602 -2.433 0.1040 0.1284 -0.3059 -1.1157
C -1.505 3.840 -0.925 -0.7320 0.4346 -0.3087 -0.6592
N -0.480 -3.238 -1.179 0.1894 0.1159 0.3341 0.1198
H -3.763 -2.362 3.261 -0.0885 -0.0999 -0.0021 0.4206
C -3.242 -0.943 1.756 0.0447 -0.0629 -0.0091 -0.5315
H -1.954 4.162 0.022 -0.0557 0.0458 -0.0893 0.2423
C 0.809 4.211 -1.187 -0.3912 0.4661 -0.2422 -0.1189
C -3.083 -1.582 2.958 -0.2313 -0.2418 -0.0491 -0.8516
H -1.846 2.286 -2.375 -0.0315 0.0300 0.0238 0.2868
H 2.355 -4.472 0.835 -0.0192 0.0067 -0.0038 0.3773
C 1.276 -4.586 0.684 -0.0736 -0.2157 0.0067 -1.1698
H 2.777 5.667 -2.167 -0.0511 0.0653 -0.0777 0.3277
H 2.118 -2.237 1.904 0.0192 0.0007 -0.0095 0.3420
N -0.137 3.501 -0.700 0.3248 0.4586 -0.2300 0.2324
C -2.212 2.552 -1.377 -0.5151 0.5274 -0.6177 -0.6711
H 0.896 -5.301 1.420 0.0708 -0.0284 -0.0962 0.3179
H -0.895 -5.280 -1.455 -0.0760 -0.0086 0.0667 0.3218
H 5.841 2.722 -1.783 0.0500 -0.0166 0.0226 0.3794
```
Forces are in eV/Å.

***

3.
The following is a quantum chemistry calculation of a cluster of 2 separate species, C5H10N2O in total, from the OMol25 dataset.

## Properties
Largest force on an atom (eV Å⁻¹): 2.64
Energy (Ha): -381.23821
LUMO level (eV): 0.9
Relative energy (zero: lowest compared OMol25 entry of this formula, charge and spin) (kcal per mole): 29.6

```
18
Properties=species:S:1:pos:R:3:forces:R:3:mulliken_charge:R:1
C 1.376 0.366 -1.284 -0.0192 0.2986 0.6208 -0.9350
H 2.108 1.167 -1.178 0.4533 -0.4349 -0.0030 0.2981
H -0.028 -2.178 1.793 -0.3706 0.1594 0.2059 0.3477
N -1.085 0.502 -1.401 0.5930 0.0310 0.1721 -0.5828
H 1.263 -1.128 1.200 -0.6579 0.4804 -0.9202 0.0601
C -0.258 1.630 0.342 0.2283 0.1681 0.5526 -0.6738
H 1.629 -0.544 -0.745 0.5598 0.2251 0.1426 0.1393
C -2.066 1.023 -0.736 -0.7189 -0.1951 0.2998 -0.2051
H -3.110 0.894 -0.982 0.0375 0.1286 0.0601 0.4217
C 0.088 0.877 -0.725 -1.0976 -0.7825 -1.6738 0.6946
C 0.813 -2.105 1.119 1.6105 -1.4699 1.4955 -0.4381
H 0.543 -2.572 0.178 -0.0387 0.8131 -0.5289 0.2829
H 1.319 0.037 -2.318 -0.3924 0.4510 -0.1209 0.2994
N -1.642 1.679 0.374 0.8727 0.4177 -0.0905 -0.0658
H 0.334 2.149 1.077 -0.0025 -0.0897 0.0361 0.4133
O 1.938 -2.883 1.663 -0.6384 0.1705 -0.1245 -0.5389
H 1.585 -3.700 2.015 0.0206 -0.2367 0.0364 0.2820
H -2.123 2.282 1.016 -0.4395 -0.1347 -0.1603 0.2006
```
Forces are in eV/Å.

***

4.
The following is a quantum chemistry calculation of a cluster of 3 separate species, C4H15NO3 in total, from the OMol25 dataset.

## Properties
Largest force on an atom (eV Å⁻¹): 2.98
Energy (Ha): -441.83307
LUMO level (eV): 0.3
Relative energy (zero: lowest compared OMol25 entry of this formula, charge and spin) (kcal per mole): 30.6

```
23
Properties=species:S:1:pos:R:3:forces:R:3:mulliken_charge:R:1
N -0.162 0.074 1.148 1.0372 1.3476 -0.8256 -0.6759
H 1.016 -3.412 1.077 -0.2294 0.0659 0.0399 0.2762
H -0.078 -0.937 1.042 -0.2548 0.7075 0.2295 0.1948
C 0.409 0.770 -0.023 1.0046 -0.4039 -0.6777 0.5476
C -0.217 0.492 -1.412 1.5041 -0.3236 -0.6415 -0.5374
H -0.414 2.838 -0.233 -0.1128 -1.0120 0.0428 0.3158
H -0.088 1.432 -1.975 -0.1129 -0.4631 -0.1885 0.3848
C 0.434 -0.747 -2.129 -2.6846 -0.6056 0.9089 -1.1150
O 1.031 -2.796 0.333 0.1085 -0.3818 0.3775 -0.5535
H -2.665 -2.328 -0.250 0.0084 -0.1012 -0.0423 0.3064
H -1.070 0.505 1.269 -0.4542 -1.0803 0.2307 0.3384
H 0.406 2.175 2.164 -0.0765 -0.4321 -0.2946 0.3326
H -1.265 0.263 -1.346 -0.5851 0.2043 0.1938 0.2357
C 0.470 2.270 0.152 -0.8243 2.8041 0.5887 -0.8876
O 0.645 2.793 1.468 0.3594 -0.1167 0.4498 -0.5590
H 1.465 0.499 -0.157 -0.1236 -0.4570 0.4995 0.2145
O -2.394 -1.664 0.388 -0.6138 -0.0002 0.0159 -0.6517
H -1.445 -1.733 0.454 0.2227 -0.1391 -0.1940 0.2683
H 1.492 -0.868 -2.171 0.8248 0.3965 0.0707 0.3694
H 0.004 -1.613 -1.586 0.7333 0.1834 0.1987 0.2151
H 1.265 2.825 -0.388 0.0175 -1.1904 -0.2244 0.3457
H 1.937 -2.894 0.024 0.0133 0.2609 -0.2649 0.2798
H -0.017 -0.990 -3.089 0.2381 0.7369 -0.4931 0.3551
```
Forces are in eV/Å.

***

5.
The following is a quantum chemistry calculation of a cluster of 2 separate species, C4H12N3O in total, from the OMol25 dataset.

## Properties
Largest force on an atom (eV Å⁻¹): 3.82
Energy (Ha): -398.78161
Total charge: +1
LUMO level (eV): -3.0
Relative energy (zero: lowest compared OMol25 entry of this formula, charge and spin) (kcal per mole): 85.2

```
20
Properties=species:S:1:pos:R:3:forces:R:3:mulliken_charge:R:1
C -2.579 0.512 -0.361 1.8034 2.4193 2.3355 -0.9235
C 2.416 0.105 -0.582 3.0391 0.2314 0.6531 0.2295
H 1.684 0.271 1.584 1.9041 0.8519 -1.6498 0.2304
H 3.595 0.289 1.278 -2.1708 0.6069 -0.9686 0.3268
H 2.614 1.787 0.752 -0.2832 -1.6677 0.6690 0.3079
O 2.053 -1.025 -0.795 0.5351 0.3624 -1.0234 -0.5652
N -0.139 0.419 -0.662 -1.0788 -2.2587 -1.0073 -0.5557
H -0.022 -2.828 0.877 0.4944 -0.9567 0.2173 0.2291
N -0.061 -2.025 0.302 -0.8672 -0.5116 0.5940 -0.1609
H -3.425 -0.077 -0.403 -1.7234 -1.3675 -0.4944 0.3679
H -2.562 1.304 -1.210 0.0216 -1.3655 1.8174 0.2814
N -1.355 -0.289 -0.363 0.0376 0.9798 0.1142 0.0095
C 2.543 0.641 0.855 0.2420 0.7097 0.6552 -0.8437
H 0.751 -1.562 -0.079 1.1836 0.1265 -0.0451 0.2687
C -1.220 -1.482 0.195 -2.7229 -0.2927 0.2060 0.2262
H -0.066 1.397 -0.471 -1.0745 0.6517 0.5348 0.2950
H -2.555 0.890 0.775 -0.5484 0.3568 -2.7530 0.3467
H 3.025 0.754 -1.409 -1.6721 -1.2516 1.4099 0.3355
H -2.172 -2.106 0.563 2.1126 1.8555 -0.9467 0.2789
H -0.103 0.253 -1.658 0.7679 0.5203 -0.3180 0.3155
```
Forces are in eV/Å.

***

6.
The following is a quantum chemistry calculation of a structure of composition C16H36ClLi3O9, from the OMol25 dataset.

## Properties
Largest force on an atom (eV Å⁻¹): 5.55
Energy (Ha): -1790.21428
Total charge: +2
LUMO level (eV): -6.3
Relative energy (zero: lowest compared OMol25 entry of this formula, charge and spin) (kcal per mole): 215.2

```
65
Properties=species:S:1:pos:R:3:forces:R:3:mulliken_charge:R:1
C 9.255 -14.681 11.787 0.1431 1.7030 1.1633 -0.4305
H 2.317 -9.900 17.328 -0.4602 -0.0675 -0.0682 0.3558
H 7.123 -16.406 12.603 1.1236 -0.2579 0.0981 0.2639
H 15.827 -9.750 22.119 0.0725 0.0042 0.7795 0.2814
H 3.587 -8.026 16.903 0.3006 0.2547 -0.2884 0.2812
H 8.113 1.188 23.986 -0.0330 0.0825 -0.1383 0.2520
H 8.046 -12.818 11.433 0.8106 -0.1457 -0.4203 0.2458
H 6.866 -14.445 13.635 0.0678 0.4823 0.1296 0.2676
H 0.353 -8.566 18.920 0.2264 -0.2147 -0.1406 0.3016
C 1.829 -6.999 18.781 0.1660 0.7393 0.6210 -0.3898
C 14.752 -9.753 21.939 0.0175 1.7255 0.8948 -0.3345
C 9.574 -0.253 23.325 2.1053 -0.5464 -0.8241 -0.4784
O 8.385 -15.459 11.056 -1.0304 -0.9818 -0.3974 -0.4046
Li 15.590 -5.108 13.982 -0.1978 -0.1565 -0.1089 0.9966
H 9.949 -2.179 22.368 -0.2440 -0.3421 0.2243 0.2749
H 9.369 -2.278 24.118 0.4936 -0.3135 -0.1507 0.2617
C 14.310 -8.310 10.433 -1.5498 -1.1438 -1.3002 -0.2253
H 14.204 -9.385 10.576 -0.8167 -0.1782 -0.6296 0.3319
O 11.862 -6.638 16.362 0.3952 0.5697 0.5754 -0.6500
H 13.444 -7.785 10.835 -0.5545 -0.2066 -0.4625 0.1920
C 8.348 -13.484 12.241 -1.3010 -0.7593 0.7741 -0.5290
H 15.772 -8.742 11.566 0.0824 0.1786 -0.0730 0.3282
O 3.238 -7.224 18.765 1.7313 0.4760 1.0607 -0.4012
C 3.553 -8.343 17.946 -0.6637 1.0563 -0.7828 -0.4153
H 13.753 -8.155 8.453 0.2229 0.0447 -0.6107 0.3119
O 10.635 -8.368 17.367 0.2244 0.3082 0.5149 -0.6609
H 1.734 -6.058 18.239 -0.7932 -0.1167 -0.1693 0.3152
Li 6.284 -4.558 19.897 0.0688 -0.0814 -0.0522 0.9981
H 1.450 -6.880 19.796 0.5988 0.4781 0.2716 0.2257
H 14.373 -8.081 23.290 0.1665 0.0593 0.0923 0.3178
H 14.793 -11.538 22.545 -0.1735 -0.2803 0.0018 0.3253
Cl 10.547 -7.024 16.817 -0.5503 -1.4572 -1.0504 1.5785
C 13.879 -8.999 22.970 1.0812 0.7823 -0.4646 -0.8244
H 13.706 -9.597 23.865 -0.1606 -0.0494 -0.1943 0.2808
H 8.623 -12.835 13.072 0.5245 -0.2668 0.0365 0.3096
O 9.657 -7.034 15.719 -0.6419 -0.4885 -1.9326 -0.6327
H 9.616 -15.367 12.553 0.2517 0.6237 0.9714 0.2769
C 8.294 0.515 23.147 -1.0170 -0.3654 0.1529 -0.4822
H 8.288 1.099 22.227 -0.0246 -0.0946 0.0340 0.2749
H 6.127 -13.773 12.164 0.1659 0.3405 0.2300 0.2552
H 12.962 -8.645 22.499 -0.2185 -0.4627 0.1449 0.2337
H 10.162 -0.035 24.216 -0.3712 0.0228 0.1825 0.3658
C 7.223 -0.612 23.153 1.6335 0.0936 0.4804 -0.4363
H 10.139 -14.260 11.308 -0.2000 -0.5357 -0.8958 0.3361
H 6.953 -0.730 24.203 -0.6888 -0.0651 -0.0506 0.2809
H 4.476 -8.887 18.143 0.0831 0.4971 0.6510 0.3384
O 7.912 -1.823 22.767 -0.0641 -0.1194 -0.9589 -0.4121
O 15.336 -7.964 11.210 3.9560 1.4087 3.6338 -0.5373
Li 12.239 -12.647 18.869 0.0215 0.2300 0.1212 0.9981
H 10.252 -0.033 22.501 0.0889 0.4630 0.0343 0.1876
O 14.278 -11.059 21.891 -0.1520 -1.4668 -1.0212 -0.5297
H 14.749 -9.220 20.988 -0.7378 -0.4070 -0.4025 0.2516
C 9.318 -1.768 23.155 -1.9685 1.3595 0.7133 -0.4083
C 14.638 -7.892 9.032 -1.3434 0.1310 -0.4035 -0.9594
H 6.381 -0.416 22.489 0.0152 -0.2799 0.1723 0.3202
C 2.357 -9.154 18.122 -1.5771 -2.7959 0.0861 -0.5863
H 6.396 -15.791 11.199 0.0073 0.0925 -0.1209 0.2930
C 7.023 -14.237 12.576 0.0965 -0.1666 0.2510 -0.4166
H 14.711 -6.804 9.033 0.1669 0.0278 -0.1842 0.2767
C 7.204 -15.578 11.900 -0.6621 -0.1252 -1.8190 -0.4671
H 2.424 -9.720 19.050 0.1142 -0.0732 0.1301 0.2478
O 9.939 -6.119 17.731 0.7039 1.0072 2.0296 -0.6352
H 15.546 -8.325 8.612 -0.1463 -0.1274 0.1831 0.2849
H 0.683 -7.961 17.291 -0.0189 -0.4360 -0.1479 0.2473
C 1.139 -8.226 18.245 0.4333 0.3328 -1.1766 -0.5192
```
Forces are in eV/Å.

***

The lowest energy belongs to which entry? C16H36ClLi3O9